Entry 1:
Molecular formula: C37H47BrCoN5OSbSi3
Method: DFT, ωB97M-V/def2-TZVPD

Calculated values
HOMO (spin up / spin down) in eV: -10.04 / -9.98
Orbital gap (spin up / spin down) in eV: 5.55 / 5.39
2S+1: 5
F_max in eV/Å: 0.4
Expectation value of S²: 6.057
Net charge: +1

```
96
C37H47BrCoN5OSbSi3, DFT ωB97M-V/def2-TZVPD
Co -0.22 -0.56 -0.80
Br 7.97 6.86 -3.60
C 6.23 6.24 -3.95
C 5.14 7.07 -3.70
C 3.87 6.62 -3.95
C 3.66 5.31 -4.45
C 4.78 4.49 -4.72
C 6.05 4.96 -4.47
N 2.38 4.92 -4.63
N 2.15 3.74 -5.14
C 1.65 2.75 -4.47
C 1.43 1.54 -5.26
C 1.05 0.37 -4.73
C 0.80 0.28 -3.31
O 0.48 -0.78 -2.76
C 0.91 1.52 -2.49
N 0.55 1.37 -1.21
C 0.57 2.42 -0.41
C 0.94 3.68 -0.87
C 1.30 3.84 -2.19
C 1.30 2.73 -3.04
H 5.30 8.07 -3.31
H 3.01 7.25 -3.77
H 4.64 3.51 -5.14
H 6.92 4.34 -4.68
H 1.64 1.64 -6.32
H 0.92 -0.52 -5.32
H 0.27 2.26 0.62
H 0.92 4.53 -0.19
H 1.57 4.82 -2.56
C -3.61 -1.06 2.51
Sb -1.86 -0.24 1.60
C -2.10 -1.02 -0.42
C -2.48 -2.45 -0.62
C -1.63 -3.35 -1.27
C -2.05 -4.64 -1.52
C -3.32 -5.02 -1.11
C -4.10 -4.07 -0.47
N -3.71 -2.83 -0.23
Si -3.31 0.07 -1.36
C -3.54 -0.71 -3.05
C -2.63 1.81 -1.63
C -4.98 0.30 -0.54
C -0.22 -1.38 2.66
C 1.04 -1.57 1.86
C 2.23 -1.93 2.52
C 3.40 -2.16 1.85
C 3.42 -2.03 0.47
C 2.26 -1.66 -0.14
N 1.10 -1.41 0.51
Si 0.14 -0.14 4.09
C 1.10 1.31 3.38
C -1.43 0.54 4.85
C 1.13 -0.81 5.55
Si -0.74 -3.10 3.37
C -1.92 -2.94 4.82
C -1.47 -4.20 2.06
C 0.71 -4.10 4.05
H -4.44 -0.68 1.93
H -3.69 -0.71 3.54
H -3.62 -2.15 2.46
H -0.65 -3.03 -1.60
H -1.40 -5.34 -2.03
H -3.69 -6.02 -1.28
H -5.10 -4.33 -0.14
H -2.58 -0.89 -3.53
H -4.14 -0.07 -3.70
H -4.06 -1.67 -2.97
H -1.82 1.85 -2.36
H -2.28 2.27 -0.70
H -3.44 2.44 -2.02
H -5.41 -0.66 -0.26
H -5.66 0.80 -1.23
H -4.91 0.93 0.35
H 2.20 -2.05 3.59
H 4.29 -2.44 2.40
H 4.31 -2.22 -0.12
H 2.22 -1.54 -1.22
H 0.45 1.93 2.76
H 1.97 1.00 2.79
H 1.47 1.94 4.20
H -2.04 1.14 4.17
H -1.12 1.20 5.67
H -2.07 -0.23 5.29
H 2.18 -0.99 5.34
H 0.70 -1.72 5.98
H 1.09 -0.04 6.32
H -2.84 -2.41 4.61
H -1.45 -2.47 5.69
H -2.19 -3.96 5.12
H -2.42 -3.84 1.66
H -1.64 -5.19 2.49
H -0.79 -4.31 1.22
H 1.27 -3.62 4.85
H 1.41 -4.41 3.27
H 0.27 -5.01 4.47
```

Entry 2:
Molecular formula: C37H48BBrGaIN7O4
Method: DFT, ωB97M-V/def2-TZVPD

Calculated values
HOMO in eV: -11.24
Orbital gap in eV: 8.58
ΔE to the lowest compared entry with this formula, charge and spin in kcal/mol: 0.4
F_max in eV/Å: 0.2
Net charge: +1

```
100
C37H48BBrGaIN7O4, DFT ωB97M-V/def2-TZVPD
Ga -0.67 -0.51 -0.68
C -2.41 -5.41 -0.34
C -2.51 -4.01 -0.83
C -3.49 -3.43 -1.61
C -3.12 -2.09 -1.79
N -1.96 -1.89 -1.15
N -1.59 -3.07 -0.56
B -0.29 -3.18 0.30
N 0.90 -2.79 -0.59
N 0.88 -1.58 -1.24
C 1.97 -1.53 -2.03
C 2.70 -2.70 -1.85
C 1.99 -3.47 -0.94
C 2.31 -4.83 -0.41
C 2.26 -0.40 -2.99
C 3.45 -0.78 -3.88
C 1.03 -0.20 -3.88
C 2.63 0.86 -2.20
N -0.40 -2.18 1.47
N -0.84 -0.90 1.26
C -1.08 -0.35 2.46
C -0.71 -1.27 3.44
C -0.30 -2.41 2.78
C 0.18 -3.70 3.35
C -1.74 0.99 2.76
C -0.69 1.95 3.33
C -2.42 1.61 1.54
C -2.82 0.74 3.82
C -3.88 -1.04 -2.55
C -4.05 -1.51 -4.00
C -3.15 0.29 -2.53
C -5.26 -0.88 -1.90
H -3.27 -5.98 -0.69
H -1.51 -5.90 -0.71
H -2.39 -5.45 0.75
H -4.37 -3.91 -2.00
H -0.16 -4.29 0.71
H 3.62 -2.98 -2.34
H 3.25 -5.17 -0.82
H 2.39 -4.82 0.68
H 1.53 -5.55 -0.67
H 3.25 -1.68 -4.46
H 3.64 0.04 -4.58
H 4.36 -0.92 -3.30
H 0.81 -1.11 -4.43
H 0.15 0.09 -3.31
H 1.22 0.61 -4.59
H 3.57 0.72 -1.67
H 2.74 1.71 -2.88
H 1.88 1.11 -1.45
H -0.78 -1.14 4.51
H 0.22 -3.63 4.44
H -0.49 -4.52 3.08
H 1.18 -3.94 2.99
H 0.13 2.11 2.63
H -1.16 2.92 3.54
H -0.27 1.56 4.25
H -1.70 1.97 0.81
H -3.10 0.90 1.05
H -3.02 2.46 1.87
H -2.40 0.34 4.75
H -3.32 1.68 4.05
H -3.58 0.04 3.46
H -3.07 -1.64 -4.48
H -4.59 -2.46 -4.06
H -4.61 -0.77 -4.57
H -2.17 0.23 -3.00
H -3.71 1.04 -3.10
H -3.05 0.69 -1.52
H -5.83 -1.81 -1.92
H -5.17 -0.55 -0.86
H -5.84 -0.13 -2.44
O -0.71 2.21 -2.87
C -0.31 2.24 -1.74
O -0.49 1.27 -0.84
C 0.42 3.41 -1.16
C 0.58 4.55 -1.94
C 1.28 5.64 -1.44
C 1.80 5.56 -0.17
C 1.65 4.44 0.63
C 0.96 3.36 0.12
N 2.58 6.70 0.36
O 3.07 6.57 1.47
O 2.68 7.68 -0.34
H 0.15 4.57 -2.93
H 1.42 6.54 -2.03
H 2.08 4.43 1.62
H 0.86 2.45 0.71
Br 4.64 2.44 0.61
C 3.89 2.29 2.34
C 4.06 3.37 3.21
C 3.55 3.31 4.49
C 2.87 2.18 4.92
C 2.69 1.11 4.06
C 3.20 1.17 2.77
I 2.87 -0.48 1.52
H 4.60 4.25 2.86
H 3.69 4.16 5.16
H 2.48 2.13 5.93
H 2.16 0.23 4.39
```

Entry 3:
Molecular formula: C37H48ClMgN3O8Si
Method: DFT, ωB97M-V/def2-TZVPD

Calculated values
HOMO in eV: -8.97
Orbital gap in eV: 8.23
ΔE to the lowest compared entry with this formula, charge and spin in kcal/mol: 0.0
F_max in eV/Å: 0.3

```
99
C37H48ClMgN3O8Si, DFT ωB97M-V/def2-TZVPD
Mg -0.34 -0.82 1.03
C 1.48 2.54 3.57
O 2.40 1.42 3.43
C 1.68 0.46 2.83
N 0.52 0.74 2.42
C 0.32 2.19 2.63
C -1.09 2.49 3.09
C -1.45 2.71 4.41
C -2.78 2.92 4.75
C -3.76 2.89 3.77
C -3.41 2.67 2.44
C -2.08 2.48 2.11
C 2.29 -0.86 2.60
C 3.55 -1.25 3.03
C 3.98 -2.52 2.67
C 3.18 -3.34 1.90
C 1.93 -2.85 1.52
N 1.50 -1.65 1.88
C 0.98 -3.55 0.64
N -0.14 -3.06 0.31
C -0.74 -4.00 -0.67
C 0.21 -5.21 -0.62
O 1.36 -4.73 0.14
C -2.21 -4.27 -0.39
C -3.08 -3.19 -0.40
C -4.43 -3.36 -0.13
C -4.93 -4.63 0.13
C -4.08 -5.72 0.11
C -2.72 -5.54 -0.15
H 2.02 3.44 3.29
H 1.20 2.58 4.62
H 0.48 2.64 1.65
H -0.71 2.73 5.20
H -3.05 3.10 5.78
H -4.80 3.04 4.03
H -4.17 2.62 1.67
H -1.80 2.30 1.07
H 4.16 -0.57 3.61
H 4.96 -2.86 2.98
H 3.49 -4.32 1.58
H -0.67 -3.50 -1.64
H 0.56 -5.53 -1.59
H -0.20 -6.06 -0.07
H -2.71 -2.19 -0.59
H -5.08 -2.49 -0.10
H -5.98 -4.77 0.34
H -4.46 -6.72 0.29
H -2.08 -6.42 -0.15
C 2.15 3.83 -2.38
C 1.60 3.76 -0.96
C 0.28 4.51 -0.85
C 2.62 4.33 0.02
O 1.40 2.40 -0.55
Si 0.83 1.13 -1.45
O 0.44 -0.06 -0.50
O 1.99 0.69 -2.55
C 3.07 -0.22 -2.38
C 3.88 0.17 -1.14
C 2.55 -1.65 -2.23
C 3.92 -0.10 -3.63
O -0.39 1.77 -2.35
C -1.20 1.14 -3.33
C -0.51 1.28 -4.69
C -2.53 1.89 -3.33
C -1.44 -0.33 -3.00
H 2.33 4.88 -2.65
H 1.44 3.40 -3.09
H 3.09 3.29 -2.45
H 0.41 5.56 -1.10
H -0.11 4.45 0.17
H -0.45 4.07 -1.53
H 2.85 5.37 -0.23
H 3.54 3.75 -0.01
H 2.22 4.31 1.04
H 3.24 0.14 -0.25
H 4.27 1.18 -1.24
H 4.71 -0.52 -0.99
H 1.96 -1.74 -1.31
H 3.38 -2.35 -2.22
H 1.89 -1.89 -3.07
H 4.25 0.93 -3.76
H 3.34 -0.39 -4.51
H 4.80 -0.74 -3.57
H -0.35 2.33 -4.92
H -1.12 0.83 -5.48
H 0.46 0.78 -4.66
H -2.35 2.95 -3.53
H -3.00 1.80 -2.35
H -3.20 1.50 -4.09
H -0.50 -0.88 -3.00
H -2.11 -0.77 -3.74
H -1.89 -0.42 -2.01
Cl -1.43 -1.91 3.55
C -2.98 -1.03 3.29
C -3.26 -0.65 1.83
O -4.43 -0.40 1.58
O -2.27 -0.58 1.03
H -2.93 -0.13 3.89
H -3.77 -1.68 3.66
```

Entry 4:
Molecular formula: C37H49Br4N5O2
Method: DFT, ωB97M-V/def2-TZVPD

Calculated values
HOMO (spin up / spin down) in eV: 0.22 / -4.35
Orbital gap (spin up / spin down) in eV: 1.39 / 5.96
ΔE to the lowest compared entry with this formula, charge and spin in kcal/mol: 0.0
2S+1: 2
F_max in eV/Å: 3.5
Expectation value of S²: 0.762
Net charge: -1

```
97
C37H49Br4N5O2, DFT ωB97M-V/def2-TZVPD
Br -2.47 4.67 -1.81
C -3.03 6.36 -2.73
C -3.01 7.60 -1.81
Br -4.13 9.02 -2.72
H -4.06 6.16 -3.04
H -2.51 6.43 -3.69
H -2.00 7.95 -1.56
H -3.54 7.32 -0.90
Br 2.48 1.39 1.07
C 3.29 -0.12 2.08
C 2.80 -0.20 3.50
Br 3.85 -1.47 4.54
H 4.33 0.17 2.14
H 3.21 -1.06 1.54
H 1.77 -0.51 3.64
H 2.99 0.78 3.94
N -3.56 -4.50 0.16
C -2.22 -4.43 -0.19
C -1.29 -5.15 0.58
C -1.72 -6.00 1.61
C -3.06 -6.07 1.91
C -3.97 -5.29 1.20
H -1.92 -3.93 -1.10
H -0.24 -5.14 0.31
H -0.96 -6.52 2.17
H -3.39 -6.59 2.79
H -5.03 -5.32 1.41
N -2.89 3.55 1.94
C -2.32 4.77 1.92
C -1.22 5.15 2.77
C -0.78 4.18 3.70
C -1.34 2.90 3.68
C -2.35 2.56 2.77
H -2.86 5.41 1.24
H -0.78 6.13 2.69
H -0.05 4.40 4.46
H -1.05 2.26 4.50
H -2.81 1.58 2.79
N 0.24 -3.49 -6.34
C 0.10 -2.94 -5.13
C -0.42 -3.52 -3.92
C -0.69 -4.91 -4.01
C -0.57 -5.55 -5.28
C -0.10 -4.78 -6.39
H 0.55 -1.95 -5.15
H -0.44 -2.90 -3.04
H -0.99 -5.45 -3.13
H -0.72 -6.60 -5.47
H -0.07 -5.21 -7.38
N 5.20 -1.46 0.08
C 4.58 -0.51 -0.64
C 3.68 -0.71 -1.66
C 3.44 -2.03 -2.07
C 4.14 -3.05 -1.43
C 4.88 -2.75 -0.32
H 4.98 0.48 -0.45
H 3.27 0.11 -2.23
H 2.72 -2.28 -2.83
H 3.95 -4.10 -1.55
H 5.40 -3.45 0.33
N 1.89 6.00 -0.12
C 3.07 6.23 -0.75
C 3.31 5.74 -2.05
C 2.45 4.79 -2.69
C 1.23 4.53 -2.00
C 0.96 5.20 -0.81
H 3.79 6.86 -0.25
H 4.19 5.99 -2.62
H 2.58 4.22 -3.60
H 0.42 3.89 -2.31
H 0.08 4.90 -0.27
C -0.99 -3.06 4.87
C -2.15 -2.78 3.86
C -1.55 -1.67 2.99
O -0.20 -2.00 3.01
C 0.17 -3.08 3.84
H -1.06 -4.03 5.38
H -0.90 -2.30 5.65
H -3.01 -2.66 4.53
H -2.39 -3.63 3.23
H -1.68 -0.65 3.36
H -1.95 -1.81 1.98
H 1.12 -2.90 4.36
H 0.14 -4.04 3.33
C -0.53 1.42 -1.06
C -1.19 0.45 -0.13
C -0.36 -0.79 -0.31
O -0.08 -0.76 -1.71
C -0.13 0.57 -2.24
H 0.42 1.66 -0.59
H -1.02 2.36 -1.32
H -2.19 0.30 -0.54
H -1.25 0.69 0.93
H -0.98 -1.66 -0.11
H 0.53 -0.69 0.30
H -0.90 0.63 -3.01
H 0.86 0.73 -2.67
```

Q: Among the records above, which one has the highest F_max?
A: C37H49Br4N5O2

Q: What is the formula in the third record?
A: C37H48ClMgN3O8Si